1.
Density functional theory data (wB97M-V/def2-TZVPD) for C18H26N6O4 in the gas phase.

## Properties
energy	-36220.745	eV
energy above the lowest of the compared OMol25 structures with the same formula, charge and spin	0.4477	eV
gap between HOMO and LUMO	9.4	eV
HOMO	-0.3283	Eh
SMILES	Cc1n[nH]c(C)c1CC(=O)N1CC(=O)NC[C@H]1C(=O)N[C@H]1CCCN(C)C1=O

The geometry in ORCA input format:
```
! RIJCOSX wB97M-V def2-TZVPD def2/J DEFGRID3
* xyz 0 1
C -3.38932 -2.98909 -3.35856
C -1.91654 -3.20812 -3.27872
N -1.38320 -4.38285 -3.56275
N -0.06459 -4.22552 -3.34462
C 0.26563 -2.98078 -2.94144
C 1.66181 -2.57498 -2.61521
C -0.91923 -2.28086 -2.87703
C -1.08764 -0.84332 -2.51707
C -1.27531 -0.29670 -1.09842
O -1.39648 0.92267 -1.01822
N -1.26377 -1.05377 0.03611
C -1.44729 -2.50110 0.12431
C -2.84644 -2.80433 0.64621
O -3.58650 -3.62645 0.14573
N -3.16358 -2.02189 1.70569
C -2.12544 -1.22794 2.33815
C -1.45321 -0.32758 1.30470
C -0.10286 0.16986 1.84250
O 0.47645 -0.40061 2.75207
N 0.37469 1.25242 1.19673
C 1.54909 1.95235 1.64305
C 2.57555 2.13658 0.53461
C 3.74343 2.93778 1.08329
C 3.27060 4.30870 1.52571
N 2.09310 4.25142 2.38358
C 1.71745 5.51024 3.00175
C 1.14363 3.27382 2.31304
O 0.03887 3.40056 2.80702
H -3.82751 -2.95409 -2.35897
H -3.62393 -2.05443 -3.87103
H -3.85259 -3.81055 -3.90101
H 0.55438 -4.99730 -3.51716
H 1.81789 -1.52341 -2.85562
H 1.87801 -2.70654 -1.55273
H 2.38765 -3.15903 -3.18153
H -0.23024 -0.26938 -2.87779
H -1.94134 -0.42786 -3.05719
H -1.33344 -2.97375 -0.83927
H -0.70178 -2.91926 0.80743
H -4.05231 -2.17370 2.15335
H -2.56901 -0.60383 3.11033
H -1.37456 -1.85374 2.82253
H -2.08918 0.53111 1.09074
H -0.21554 1.65482 0.47944
H 1.98519 1.33896 2.43616
H 2.89340 1.15743 0.17378
H 2.11882 2.66364 -0.31032
H 4.18234 2.40723 1.93282
H 4.52790 3.05950 0.33535
H 4.06035 4.82147 2.07881
H 3.04687 4.92589 0.64483
H 0.95929 5.32765 3.75613
H 2.59823 5.95703 3.46312
H 1.31221 6.21164 2.26560
*
```

Atomic partial charges in e from the Löwdin method, atoms 1 to 2: -0.019, -0.322

2.
Density functional theory data (wB97M-V/def2-TZVPD) for a molecular structure, C18H26N6OPRuSTe2 in a non-equilibrium geometry.

## Properties
energy	-67361.133	eV
energy above the lowest of the compared OMol25 structures with the same formula, charge and spin	0.0000	eV
gap between HOMO and LUMO (alpha / beta)	7.0 / 5.7	eV
HOMO (alpha / beta)	-0.4045 / -0.4125	Eh

The geometry in ORCA input format:
```
! RIJCOSX wB97M-V def2-TZVPD def2/J DEFGRID3
* xyz 1 5
Ru 0.20934 0.59576 -0.72284
Te -1.87169 1.94144 -0.03731
C -3.30365 1.61057 -1.46603
C -4.07368 2.59100 -2.02982
C -5.02153 2.06379 -2.95801
C -4.94025 0.70986 -3.06917
S -3.72218 0.06892 -2.05791
H -3.97644 3.63996 -1.79499
H -5.72986 2.66291 -3.50861
H -5.54103 0.06195 -3.68523
C 0.79412 -0.69476 4.41801
N 0.61132 -0.27764 3.02858
C 1.23552 0.99864 2.72965
P -0.24036 -1.22605 2.02304
O 0.07816 -0.86938 0.55888
N -1.81631 -1.08597 2.39389
C -2.82049 -1.79791 1.61130
C -2.36479 -0.21243 3.42286
N 0.14926 -2.78182 2.22065
C 1.35687 -3.32222 1.59608
C -0.61742 -3.76215 2.97779
H 0.42548 0.07817 5.09602
H 1.85166 -0.87069 4.62388
H 0.25069 -1.61129 4.63838
H 0.77182 1.81193 3.29562
H 1.17267 1.24217 1.66568
H 2.29864 0.96630 2.98238
H -2.34764 -2.43041 0.86068
H -3.47179 -1.08813 1.09852
H -3.43596 -2.42992 2.25530
H -1.61338 0.47858 3.79062
H -2.74767 -0.79536 4.26528
H -3.18962 0.37059 3.00879
H 1.91198 -2.54018 1.08194
H 1.09426 -4.08677 0.86303
H 2.00322 -3.76773 2.35360
H -1.46739 -3.29619 3.46771
H 0.01238 -4.21585 3.74598
H -0.98516 -4.55429 2.32292
Te -0.41936 0.94347 -3.16751
C 1.28096 1.79401 -3.95552
C 2.09977 2.66277 -3.23546
C 3.20806 3.21282 -3.85852
C 3.49429 2.89787 -5.18100
C 2.66858 2.04461 -5.89689
C 1.54575 1.49515 -5.29274
H 1.88917 2.90596 -2.20230
H 3.85007 3.88464 -3.30519
H 4.36529 3.32680 -5.65733
H 2.89242 1.80450 -6.92683
H 0.90785 0.83540 -5.86560
N 6.10087 -1.20806 0.61023
C 5.31185 -0.80531 -0.12437
N 4.45296 -0.34326 -1.02056
C 3.27545 0.00164 -0.96817
N 2.14695 0.37159 -1.01940
*
```

Atomic partial charges in e from the Löwdin method, atoms 1 to 2: 0.601, 0.930

3.
Density functional theory data (wB97M-V/def2-TZVPD) for a molecular structure, C18H26N6OPdS3Se.

## Properties
energy	-131409.047	eV
energy above the lowest of the compared OMol25 structures with the same formula, charge and spin	0.0000	eV
gap between HOMO and LUMO	7.2	eV
HOMO	-0.2425	Eh

The geometry in ORCA input format:
```
! RIJCOSX wB97M-V def2-TZVPD def2/J DEFGRID3
* xyz 0 1
Pd 0.94210 -0.27712 -0.73056
C -3.12873 -1.74786 0.58111
N -2.01427 -1.20240 1.33443
C -0.90479 -1.86890 1.65794
N -0.82390 -3.15285 1.23383
S 0.30643 -1.14781 2.58962
H -3.93475 -1.01842 0.59588
H -3.48084 -2.66708 1.05135
H -2.86005 -1.96160 -0.45451
H -1.95921 -0.20189 1.43993
H -1.19414 -3.35846 0.31149
H 0.05348 -3.59554 1.44744
C -0.45198 2.64099 2.22348
N 0.22386 3.18213 1.05668
C 1.18764 4.17039 1.07002
C 1.61011 4.32750 -0.19954
N 0.89456 3.43960 -0.97586
C 1.11525 3.17207 -2.38426
C 0.04782 2.73499 -0.19996
Se -1.11797 1.40488 -0.77924
H -0.03635 3.11714 3.10815
H -0.27403 1.56712 2.28020
H -1.52069 2.84062 2.16516
H 1.49457 4.65388 1.97927
H 2.36289 4.97065 -0.61729
H 1.80616 3.91744 -2.77034
H 0.17072 3.21496 -2.92229
H 1.54819 2.17711 -2.48703
S 2.85793 0.82801 -0.00493
C 2.97314 -0.84251 -0.41976
N 2.99288 -1.77762 0.65978
C 3.47911 -3.01922 0.54127
C 4.09055 -3.41740 -0.60363
C 4.16146 -2.43270 -1.63610
N 3.65894 -1.24507 -1.57913
H 2.42349 -1.52728 1.46413
H 3.36763 -3.65569 1.41047
H 4.52564 -4.39727 -0.71401
H 4.67552 -2.68369 -2.56272
C 1.18888 -2.95440 -2.91853
S -0.00889 -1.92107 -2.07889
O -1.11609 -2.84693 -1.69351
C -0.57688 -1.02736 -3.52147
C -1.86452 -1.24411 -3.97223
C -2.32586 -0.51767 -5.06452
C -1.49775 0.40232 -5.68754
C -0.20250 0.60712 -5.22192
C 0.26174 -0.10108 -4.12764
H 0.66393 -3.51733 -3.68875
H 1.61202 -3.61815 -2.16551
H 1.97014 -2.32048 -3.33350
H -2.48813 -1.97073 -3.46782
H -3.33474 -0.67212 -5.42439
H -1.86072 0.96718 -6.53645
H 0.44161 1.32769 -5.70972
H 1.25722 0.06953 -3.73106
*
```

Atomic partial charges in e from the Löwdin method, atoms 1 to 2: 0.168, -0.073

4.
Density functional theory data (wB97M-V/def2-TZVPD) for a molecular structure, C18H27BrFeNO4P2 in a non-equilibrium geometry.

## Properties
energy	-151784.892	eV
gap between HOMO and LUMO (alpha / beta)	7.9 / 6.2	eV
HOMO (alpha / beta)	-0.4180 / -0.4180	Eh

The geometry in ORCA input format:
```
! RIJCOSX wB97M-V def2-TZVPD def2/J DEFGRID3
* xyz 1 5
Fe 0.00000 0.00000 0.00000
P -2.25570 0.42730 -0.39160
C -2.12000 0.81720 -2.15210
C -0.84110 1.34670 -2.64270
N 0.24930 1.06700 -1.88970
C 1.47450 1.46060 -2.31830
C 1.64580 2.18500 -3.50030
C 0.51510 2.49230 -4.26450
C -0.74680 2.06560 -3.83580
C 2.65010 1.08800 -1.41930
P 2.25140 -0.41710 -0.33440
H -1.62670 2.28230 -4.42260
H 2.62860 2.50030 -3.81910
H 0.61670 3.04890 -5.18480
H 3.54560 0.89090 -2.00880
H 2.86290 1.93600 -0.76800
H -2.26830 -1.21540 -4.01680
H -3.02840 1.08260 -2.67240
H -0.70740 -3.65830 -2.59510
O -2.04710 -2.16250 -4.33300
H -2.71860 -2.43230 -5.02660
H -0.27690 -1.41650 0.46650
O -0.18590 -4.10360 -1.81780
H 0.56340 -3.48550 -1.57690
C 2.79170 -1.81910 -1.47100
H 3.82730 -1.68150 -1.78200
H 2.70980 -2.77670 -0.95560
H 2.16460 -1.84600 -2.36280
C 3.62280 -0.34940 0.95150
H 3.60780 -1.25200 1.56250
H 4.59710 -0.26940 0.46950
H 3.48070 0.51400 1.60230
C -3.02860 1.89240 0.38580
H -3.99870 2.10470 -0.06180
H -3.17060 1.72440 1.45300
H -2.39290 2.76900 0.26420
C -3.41550 -0.97970 -0.23520
H -3.62460 -1.17950 0.81540
H -4.35930 -0.76490 -0.73510
H -2.99220 -1.88620 -0.66690
Br -0.78920 4.14580 2.39600
C -0.39100 3.01770 3.89150
C -0.50920 3.58420 5.17120
C -0.23710 2.82960 6.31690
C 0.15800 1.50330 6.19750
C 0.27860 0.92720 4.93550
C 0.00500 1.66700 3.75850
C 0.13360 0.94820 2.46110
O 0.48660 -0.31650 2.50120
O -0.13970 1.44890 1.26730
H -0.81570 4.61480 5.28530
H -0.33350 3.27230 7.29960
H 0.36910 0.91310 7.08110
H 0.58250 -0.11080 4.89050
*
```

Atomic partial charges in e from the Löwdin method, atoms 1 to 2: 0.364, 0.867

- Which formula does entry 1 have?
  C18H26N6O4

- Which value of energy does entry 3 give?
  -131409.047 eV

- Among the records above, which one has the highest energy?
  C18H26N6O4

- Among the records above, which one has the lowest energy?
  C18H27BrFeNO4P2